{"formula": "C26H61NO4", "method": "ωB97M-V/def2-TZVPD", "symbols": ["N", "C", "C", "C", "C", "C", "O", "C", "O", "C", "C", "O", "O", "H", "H", "H", "H", "H", "H", "H", "H", "H", "H", "H", "H", "H", "H", "H", "H", "H", "H", "H", "C", "C", "C", "C", "C", "C", "H", "H", "H", "H", "H", "H", "H", "H", "H", "H", "H", "H", "H", "H", "C", "C", "C", "C", "C", "C", "H", "H", "H", "H", "H", "H", "H", "H", "H", "H", "H", "H", "H", "H", "C", "C", "C", "C", "C", "C", "H", "H", "H", "H", "H", "H", "H", "H", "H", "H", "H", "H", "H", "H"], "positions_angstrom": [[-1.998, -6.000, -2.031], [-2.120, -4.548, -2.085], [-3.170, -4.122, -3.123], [-4.485, -3.584, -2.537], [-4.340, -2.518, -1.452], [-3.461, -1.353, -1.886], [-3.693, -0.192, -1.091], [-0.795, -3.827, -2.301], [0.000, -4.043, -1.146], [1.371, -3.760, -1.276], [1.721, -2.304, -0.951], [0.735, -1.369, -1.363], [0.880, -1.206, -2.787], [-1.562, -6.349, -2.881], [-1.385, -6.263, -1.267], [-2.460, -4.245, -1.088], [-2.745, -3.375, -3.804], [-3.407, -4.998, -3.733], [-5.085, -3.172, -3.354], [-5.051, -4.426, -2.125], [-5.325, -2.113, -1.204], [-3.944, -2.946, -0.526], [-3.692, -1.093, -2.928], [-2.400, -1.615, -1.855], [-2.895, 0.002, -0.581], [-0.275, -4.234, -3.186], [-0.948, -2.760, -2.475], [1.730, -4.036, -2.277], [1.882, -4.395, -0.546], [1.790, -2.145, 0.128], [2.678, -2.032, -1.407], [1.214, -0.296, -2.821], [-6.213, 0.800, 1.036], [-5.453, 2.067, 0.667], [-4.092, 2.143, 1.355], [-4.128, 2.220, 2.883], [-4.900, 3.414, 3.442], [-4.328, 4.760, 3.011], [-6.489, 0.765, 2.091], [-7.128, 0.690, 0.451], [-5.579, -0.061, 0.817], [-6.049, 2.959, 0.882], [-5.279, 2.061, -0.411], [-3.535, 2.997, 0.957], [-3.522, 1.253, 1.069], [-3.099, 2.261, 3.254], [-4.554, 1.297, 3.286], [-4.895, 3.353, 4.534], [-5.950, 3.350, 3.142], [-3.279, 4.848, 3.306], [-4.873, 5.589, 3.464], [-4.377, 4.889, 1.928], [-0.660, 1.639, -0.292], [-0.353, 1.227, 1.144], [-0.242, 2.406, 2.109], [0.873, 3.403, 1.783], [2.272, 2.794, 1.702], [2.724, 2.128, 2.996], [0.132, 2.261, -0.713], [-0.761, 0.767, -0.943], [-1.591, 2.208, -0.344], [0.569, 0.637, 1.157], [-1.140, 0.559, 1.506], [-0.104, 2.022, 3.123], [-1.195, 2.944, 2.118], [0.870, 4.186, 2.548], [0.649, 3.905, 0.838], [2.981, 3.582, 1.433], [2.311, 2.066, 0.885], [2.701, 2.838, 3.827], [3.742, 1.745, 2.912], [2.079, 1.289, 3.263], [4.267, 0.337, -0.349], [5.337, -0.705, -0.647], [6.504, -0.678, 0.339], [7.268, 0.648, 0.391], [7.822, 1.120, -0.952], [8.803, 0.141, -1.585], [4.665, 1.350, -0.420], [3.430, 0.268, -1.048], [3.865, 0.209, 0.660], [5.710, -0.565, -1.666], [4.893, -1.705, -0.626], [7.195, -1.489, 0.093], [6.125, -0.900, 1.342], [8.097, 0.541, 1.098], [6.622, 1.427, 0.804], [8.316, 2.084, -0.805], [6.998, 1.311, -1.647], [9.642, -0.059, -0.913], [9.210, 0.533, -2.518], [8.329, -0.816, -1.811]], "atomic_forces_ev_per_a": [[0.0711, -0.1987, -0.0023], [-0.0307, 0.2271, 0.2286], [0.0397, 0.0414, -0.1152], [0.0015, -0.2218, 0.1192], [0.1041, 0.1839, 0.0382], [-0.0282, 0.0854, -0.2148], [0.2721, 0.0106, 0.2558], [0.1141, -0.0900, -0.1783], [0.0079, -0.1116, 0.1663], [-0.0354, -0.0074, -0.0615], [0.0120, 0.0739, -0.0297], [0.1392, 0.0027, -0.1411], [0.0171, 0.1506, 0.1342], [-0.0771, 0.0376, 0.0243], [-0.0182, 0.0418, -0.0345], [0.0370, -0.0250, -0.1086], [0.0125, -0.0309, 0.0836], [0.0291, 0.0840, -0.0475], [0.0200, -0.0489, 0.0098], [0.0100, 0.0622, -0.0212], [0.0226, -0.0289, -0.0434], [-0.0584, 0.0305, -0.0388], [-0.0130, 0.0013, 0.0822], [-0.0922, -0.0187, 0.0144], [-0.2660, -0.0478, -0.2081], [-0.1130, 0.0122, 0.0687], [0.0330, -0.0835, 0.0243], [-0.0788, 0.0820, 0.0376], [0.0883, 0.0384, -0.1211], [-0.1241, -0.0393, -0.0186], [0.0009, -0.0751, 0.1388], [-0.0585, -0.1212, -0.0638], [-0.0134, -0.0808, -0.0278], [0.0490, -0.0551, -0.0698], [0.0523, 0.0630, 0.0092], [-0.0122, 0.0037, 0.0044], [-0.0228, -0.0184, -0.0023], [0.0241, 0.0088, -0.0133], [0.0084, 0.0420, 0.0033], [-0.0066, 0.0485, 0.0094], [-0.0574, -0.0556, 0.0346], [0.0111, -0.0077, 0.0507], [-0.0231, 0.0230, 0.0065], [0.0012, 0.0177, 0.0255], [-0.0078, 0.0282, 0.0482], [-0.0064, -0.0042, 0.0085], [-0.0132, -0.0015, -0.0150], [-0.0001, 0.0073, -0.0020], [0.0040, -0.0064, -0.0019], [-0.0039, -0.0014, -0.0053], [0.0008, -0.0069, 0.0101], [-0.0117, 0.0031, 0.0039], [-0.0637, -0.0335, -0.0443], [0.0049, -0.0402, -0.0668], [-0.0035, 0.0205, 0.0099], [0.0027, 0.0002, 0.0025], [-0.0264, -0.0185, -0.0458], [-0.0155, 0.0001, 0.0105], [0.0193, 0.0198, 0.0117], [0.0295, -0.0058, 0.0355], [0.0196, 0.0344, -0.0061], [0.0076, -0.0090, 0.0365], [0.0029, -0.0075, -0.0023], [-0.0002, 0.0074, 0.0049], [0.0073, -0.0020, -0.0123], [0.0054, -0.0016, -0.0047], [-0.0072, 0.0016, -0.0003], [0.0126, 0.0020, 0.0066], [-0.0119, 0.0235, 0.0069], [0.0021, -0.0094, -0.0032], [0.0237, 0.0065, -0.0057], [0.0006, -0.0102, -0.0065], [0.0061, -0.0053, 0.0156], [0.0275, -0.0093, -0.0273], [-0.0107, 0.0043, 0.0075], [0.0105, -0.0109, 0.0070], [-0.0312, 0.0183, -0.0083], [0.0169, -0.0250, 0.0071], [-0.0143, 0.0122, 0.0088], [-0.0156, -0.0118, -0.0067], [0.0079, 0.0049, 0.0072], [0.0044, -0.0062, 0.0037], [-0.0078, 0.0088, 0.0047], [0.0049, 0.0038, 0.0024], [-0.0042, -0.0018, -0.0032], [-0.0017, 0.0042, -0.0051], [-0.0104, 0.0019, 0.0052], [0.0076, -0.0072, -0.0031], [-0.0012, 0.0022, 0.0071], [-0.0066, -0.0014, -0.0037], [0.0007, 0.0082, 0.0065], [-0.0036, 0.0072, -0.0071]], "lowdin_charge": [0.0473, -0.3824, -0.1591, -0.1977, -0.1898, -0.2427, -0.0748, -0.1893, -0.1263, -0.1858, -0.1734, -0.1679, -0.0227, 0.0736, 0.0698, 0.1324, 0.1115, 0.1097, 0.1106, 0.1138, 0.1134, 0.1080, 0.1268, 0.1011, 0.0540, 0.1377, 0.0880, 0.1246, 0.1278, 0.1332, 0.1068, 0.1023, -0.1062, -0.2594, -0.2363, -0.2197, -0.2648, -0.1103, 0.0662, 0.0710, 0.0604, 0.1000, 0.1011, 0.0967, 0.0822, 0.0946, 0.1047, 0.1038, 0.0990, 0.0718, 0.0680, 0.0654, -0.0992, -0.2522, -0.2219, -0.2195, -0.2701, -0.1082, 0.0714, 0.0524, 0.0684, 0.0946, 0.1017, 0.1058, 0.0907, 0.1104, 0.1030, 0.1069, 0.0760, 0.0764, 0.0613, 0.0666, -0.1118, -0.2652, -0.2243, -0.2283, -0.2712, -0.1122, 0.0717, 0.0596, 0.0713, 0.1021, 0.0929, 0.1021, 0.1101, 0.1099, 0.0991, 0.1046, 0.0971, 0.0758, 0.0692, 0.0641], "smiles": "N[C@H](CCCCO)COCCOO.CCCCCC.CCCCCC.CCCCCC", "gap_ev": 9.7}